Record 1
Below is C23H20MoN2O6S as an isolated structure, with properties calculated with ωB97M-V/def2-TZVPD.

Calculated values
Orbital gap (alpha / beta): 6.6 / 6.5 eV
2S+1: 3
Energy above the lowest of the compared OMol25 structures with the same formula, charge and spin: 0.000 eV
<S²>: 2.022

XYZ file:
```
53
Properties=species:S:1:pos:R:3:forces:R:3
Mo 0.04603 1.65857 0.58839 -0.05 0.06 -0.12
O -4.16621 0.36255 0.82590 0.01 0.00 0.00
C -2.94110 0.75136 0.52177 -0.01 -0.01 0.01
O -2.09115 1.01816 1.36069 0.01 0.00 0.00
C -2.70635 1.12069 -0.88786 0.00 0.01 -0.01
C -3.58531 0.99841 -1.94305 0.01 -0.01 0.01
C -3.20828 1.54321 -3.16697 0.01 0.00 0.00
C -2.01238 2.23489 -3.26847 0.00 0.00 0.01
C -1.20426 2.32209 -2.14726 0.01 0.01 -0.01
N -1.53141 1.73697 -1.00498 -0.01 0.02 0.02
C 0.04979 3.15717 -2.02687 -0.01 -0.01 0.02
O 0.49143 3.75789 -2.97621 0.00 0.01 0.00
O 0.48722 3.16223 -0.80348 0.01 -0.02 0.03
H -4.20476 0.21711 1.78446 -0.01 0.00 0.00
H -4.53643 0.50588 -1.80222 0.00 0.00 0.00
H -3.86482 1.45638 -4.02222 0.00 0.00 0.00
H -1.69097 2.72539 -4.17638 0.00 0.00 0.00
O 0.74547 -1.08988 3.41914 0.00 -0.01 0.01
C 1.15156 -0.09611 2.86047 0.01 0.00 0.00
O 0.30516 0.72845 2.25439 0.03 0.00 0.04
C 2.58565 0.29879 2.85495 0.01 0.01 0.00
C 3.44005 -0.47881 3.64077 0.00 0.00 0.00
C 4.78298 -0.18533 3.74385 0.01 0.01 0.00
C 5.29223 0.90769 3.04871 0.00 -0.01 0.01
C 4.46190 1.67920 2.26241 -0.01 0.00 0.00
C 3.09591 1.39095 2.14759 0.00 -0.02 0.02
S 2.22005 2.47556 1.07033 -0.01 0.01 -0.04
H 3.00732 -1.31771 4.16819 0.00 0.00 0.00
H 5.43070 -0.79669 4.35762 0.00 0.00 0.00
H 6.34421 1.15499 3.11493 0.00 0.00 0.00
H 4.86119 2.51995 1.70934 0.00 0.00 0.00
C -2.88620 -2.28451 1.09789 0.02 0.01 0.00
N -2.10804 -1.63028 0.05522 0.00 -0.01 -0.01
C -2.42068 -2.20921 -1.24127 0.00 0.01 0.01
C -0.68273 -1.75486 0.41580 -0.01 0.00 0.01
C 0.29449 -1.22756 -0.60820 0.00 -0.01 -0.01
C 0.80850 -2.15418 -1.51893 -0.01 0.02 0.02
C 1.71392 -1.79160 -2.49870 0.01 -0.01 -0.01
C 2.14181 -0.47472 -2.56557 0.01 0.01 -0.01
C 1.66219 0.45362 -1.65614 0.00 -0.03 0.01
C 0.72903 0.10674 -0.66664 -0.02 0.01 0.01
H -3.95150 -2.20046 0.88177 0.00 -0.01 0.00
H -2.66788 -1.81956 2.06211 0.00 0.00 0.00
H -2.63464 -3.35143 1.18114 0.00 0.00 0.00
H -3.48930 -2.09947 -1.43682 0.00 0.00 0.01
H -2.17432 -3.28087 -1.28665 0.00 0.00 -0.01
H -1.86636 -1.69770 -2.02701 0.00 -0.01 -0.01
H -0.45321 -2.81931 0.57856 -0.01 0.00 0.01
H -0.55745 -1.26175 1.37802 0.01 0.00 -0.01
H 0.48710 -3.18745 -1.44448 0.00 0.00 0.00
H 2.09327 -2.53160 -3.19168 0.00 0.00 0.00
H 2.86375 -0.16871 -3.31229 0.00 0.00 0.00
H 2.04285 1.46487 -1.70410 0.00 0.00 0.01
```
Positions in Å, forces in eV/Å.

Record 2
Below is C23H20N10O2RuS as an isolated structure in a non-equilibrium geometry, with properties calculated with ωB97M-V/def2-TZVPD.

Calculated values
Orbital gap (alpha / beta): 6.2 / 5.6 eV
2S+1: 2
Energy above the lowest of the compared OMol25 structures with the same formula, charge and spin: 1.475 eV
Net charge: +1
<S²>: 1.065

XYZ file:
```
57
Properties=species:S:1:pos:R:3:forces:R:3
Ru -0.32182 -1.24243 1.50358 0.14 -1.34 -2.40
S 1.39806 -2.11529 -0.10377 -1.50 0.81 1.31
C 0.32465 -1.74537 -1.47546 1.19 -0.62 0.79
N 0.82141 -1.51123 -2.66936 -0.29 0.37 -0.80
N 2.07085 -1.76119 -2.90884 -0.29 -0.40 0.60
C 2.83195 -0.96732 -3.76178 0.34 0.56 -0.89
C 4.19748 -1.22566 -3.89177 -0.34 -0.16 0.24
C 4.99009 -0.35549 -4.61507 0.05 0.04 -0.07
C 4.43318 0.75990 -5.22578 0.00 -0.04 -0.03
C 3.06168 0.97571 -5.15401 0.10 -0.04 -0.05
C 2.25668 0.11858 -4.43124 -0.08 -0.32 0.29
N -0.99149 -1.64152 -1.34602 -1.07 0.12 -0.32
N -1.48879 -1.59476 -0.17374 2.09 0.39 1.15
C -2.87253 -1.55843 -0.03010 -1.29 0.07 0.11
C -3.40253 -1.33049 1.24987 0.49 0.03 -0.38
C -4.76772 -1.28485 1.44187 -0.17 -0.01 0.02
C -5.62547 -1.46892 0.36512 0.04 0.01 0.02
C -5.10718 -1.68280 -0.90542 -0.09 0.01 0.01
C -3.74250 -1.73241 -1.11307 0.39 0.02 0.12
H 2.55043 -2.48367 -2.37771 0.12 0.27 0.29
H 4.62891 -2.09205 -3.40369 0.05 0.03 0.02
H 6.05041 -0.55054 -4.69680 0.01 0.03 0.00
H 5.06582 1.45473 -5.76024 -0.01 -0.02 -0.05
H 2.61760 1.82112 -5.66131 0.00 0.01 0.01
H 1.18963 0.26663 -4.35568 -0.01 0.12 0.02
H -2.72663 -1.14110 2.08382 -0.14 -0.03 0.04
H -5.17122 -1.08951 2.42603 0.03 -0.01 0.02
H -6.69544 -1.43211 0.51504 -0.01 0.01 0.00
H -5.77855 -1.80068 -1.74497 0.01 -0.03 -0.01
H -3.32341 -1.88753 -2.09662 -0.06 -0.02 -0.02
N -0.49110 -3.49495 2.12211 0.16 0.17 -0.20
N -0.64885 -3.70854 3.49754 -0.03 -0.05 0.12
C -0.36769 -2.69501 4.34886 0.00 0.26 0.32
N -0.34995 -2.93233 5.64895 -0.04 -0.18 -0.06
N -0.15809 -1.51234 3.77145 0.17 0.22 -1.16
N 0.12209 -0.37183 4.50512 0.12 0.25 0.41
O 0.27926 0.62103 3.84147 -0.02 -0.26 0.19
O 0.19783 -0.42713 5.72417 -0.03 0.07 -0.03
H -1.23229 -3.96028 1.60783 -0.16 0.07 0.09
H 0.40019 -3.86123 1.79140 0.02 -0.02 -0.02
H -0.64300 -4.65388 3.84780 0.03 -0.05 -0.03
H -0.53618 -3.84473 6.02816 -0.02 -0.02 -0.04
H -0.17434 -2.14025 6.25400 0.03 -0.01 0.05
N 1.12010 8.42008 -0.03349 0.00 -0.06 0.00
C 0.94800 7.29009 0.08566 0.05 0.35 -0.02
C 0.73052 5.88493 0.23056 -0.09 -0.40 0.04
C 0.08456 5.17696 -0.78416 0.07 0.15 0.04
C -0.12399 3.82009 -0.65275 0.01 -0.22 0.14
C 0.30969 3.15020 0.49695 0.06 0.57 -0.01
C 0.94201 3.87151 1.51962 -0.10 -0.24 -0.13
C 1.15225 5.22745 1.38760 -0.02 0.14 -0.08
C 0.09180 1.75864 0.67167 -0.19 -0.46 -0.01
C -0.11476 0.58096 0.91051 0.17 -0.23 0.38
H -0.25535 5.70515 -1.66421 0.01 -0.02 -0.02
H -0.63290 3.26219 -1.42665 0.01 0.03 -0.04
H 1.24294 3.34075 2.41232 0.07 0.07 0.03
H 1.63371 5.79111 2.17458 0.02 -0.02 0.00
```
Positions in Å, forces in eV/Å.

Record 3
Below is one molecule with the formula C23H20N4O3 in a non-equilibrium geometry, with properties calculated with ωB97M-V/def2-TZVPD.

Calculated values
Orbital gap: 8.3 eV
Energy above the lowest of the compared OMol25 structures with the same formula, charge and spin: 0.229 eV
SMILES: CN(CC(=O)Nc1cccc2ccccc12)C(=O)c1ccc(NC(=O)CC#N)cc1

XYZ file:
```
50
Properties=species:S:1:pos:R:3:forces:R:3
N 1.53425 -6.60610 2.37769 1.12 1.04 1.20
O 2.36517 2.16960 -1.11174 -0.32 0.00 0.31
O 4.27269 -2.96143 3.52340 -1.28 -1.21 -0.53
O -2.15264 1.80056 1.93206 0.31 0.40 -0.53
C 2.25268 -5.97315 3.03914 -0.55 -0.42 -0.93
C 1.65743 1.95831 -0.13302 -0.13 2.74 -1.20
C 3.30827 -3.64123 3.16030 1.22 1.83 0.60
C -1.40928 2.26247 1.07012 -2.52 -2.11 1.42
C 3.00564 0.37705 1.23492 -0.66 0.84 -0.73
C 0.80063 -0.28835 0.56882 0.33 1.03 -0.14
C 3.18469 -0.85567 1.83346 0.43 0.17 0.16
C 0.99840 -1.52806 1.15681 -0.10 0.57 -0.65
C -1.57243 -0.17501 -4.69202 -0.95 -0.48 0.19
C -4.62449 -0.04989 -0.98213 0.18 0.16 -0.53
C -0.71000 0.74706 -4.05379 -0.35 0.59 0.97
C -3.83000 0.93907 -0.34008 0.30 -0.15 -0.21
C 1.79568 0.70619 0.57698 0.21 -2.25 1.70
C 2.20079 -1.84795 1.79140 -0.11 1.37 -0.28
C -2.77885 -0.58179 -4.09486 2.07 -0.24 -2.50
C -4.25303 -0.56509 -2.21860 -1.92 -0.30 1.44
C -1.03914 1.21354 -2.78200 -1.02 -1.12 -1.63
C -2.59495 1.30001 -0.89716 -2.68 0.09 1.83
C -3.10397 -0.10726 -2.83890 -0.29 0.13 0.67
C -2.27995 0.80776 -2.15505 2.73 0.35 -1.33
N 2.31548 -3.10658 2.34983 0.22 -2.37 0.80
N -1.74999 2.22716 -0.26483 1.83 0.68 -0.65
N 0.74654 2.95121 0.28245 0.77 -0.26 0.57
C 3.19790 -5.07845 3.76733 -0.69 -0.27 -0.74
C 0.64560 4.22347 -0.48718 0.76 0.24 1.26
C -0.10008 2.80344 1.51607 1.13 1.13 -1.58
H 3.82489 1.11673 1.25333 -0.52 -0.50 0.02
H -0.14358 -0.06407 0.06427 0.22 -0.27 0.16
H 4.13056 -0.98993 2.32797 -0.03 -0.45 0.11
H 0.16906 -2.19332 0.99103 0.05 -0.66 0.45
H -1.26525 -0.58322 -5.65402 -0.26 0.14 0.12
H -5.56959 -0.35558 -0.52144 0.42 0.10 -0.15
H 0.17374 1.16387 -4.56691 -0.46 -0.56 0.36
H -4.20820 1.41458 0.56823 0.42 -0.29 -0.27
H -3.45152 -1.28481 -4.64129 0.63 0.64 0.67
H -4.89702 -1.31342 -2.71920 0.50 0.54 0.32
H -0.37673 1.91139 -2.33073 0.49 0.37 0.25
H 1.55503 -3.71845 2.08050 0.17 -0.16 0.20
H -0.98439 2.55043 -0.87555 -0.88 -0.29 0.75
H 4.20097 -5.55031 3.79005 -0.55 0.50 -0.14
H 2.85044 -4.99534 4.80731 0.14 0.17 -0.29
H 0.91439 4.13333 -1.52953 0.08 -0.46 -0.13
H -0.34591 4.64603 -0.40256 -0.48 -0.24 -0.01
H 1.29804 5.00938 -0.05382 -0.03 -0.53 -0.17
H -0.32751 3.79308 1.96720 0.48 -0.39 -0.33
H 0.36955 2.18870 2.31572 -0.45 0.19 -0.87
```
Positions in Å, forces in eV/Å.

Record 4
Below is one molecule with the formula C23H20O7 in a non-equilibrium geometry, with properties calculated with ωB97M-V/def2-TZVPD.

Calculated values
Orbital gap: 7.9 eV
SMILES: COc1cc2oc(=O)c3oc4c5c(ccc4c(=O)c3c2cc1OC)OC(C)(C)CC5

XYZ file:
```
50
Properties=species:S:1:pos:R:3:forces:R:3
O -1.70302 -2.09474 2.23509 -0.42 -0.81 0.94
O 1.73982 1.91231 -0.13465 -0.85 -1.41 1.03
O 0.26742 -1.57832 3.16628 -1.12 -0.07 0.40
O -1.55709 -0.23441 0.32446 0.16 -1.01 0.40
O 4.52039 -1.12256 5.05390 0.47 0.81 0.59
O 5.37376 0.60032 2.92515 -0.75 -0.49 -0.05
O -2.94056 0.95312 -4.02163 -1.84 -0.53 -2.77
C -0.69382 -1.45855 2.22632 -0.99 -0.66 -0.23
C 0.77296 1.10941 -0.04678 4.64 2.46 0.55
C -0.47041 -0.54720 1.14835 -0.98 2.15 -2.01
C 0.67228 0.09698 0.99508 2.96 0.42 0.98
C 2.35087 -1.14564 4.09520 0.20 0.59 0.46
C -0.95958 1.72050 -3.27724 2.69 0.28 1.17
C 3.18322 0.30419 1.99980 -2.59 1.63 -2.41
C -0.00200 1.87955 -2.28614 1.12 -0.36 0.98
C 3.67238 -0.65503 4.09430 -1.81 -1.90 0.32
C 4.07614 0.07565 2.99243 1.58 0.15 0.12
C 1.41688 -0.85802 3.11518 1.85 -0.62 -1.21
C -2.00025 0.87699 -3.13545 -1.71 0.39 4.58
C -1.35794 0.42180 -0.88853 2.70 0.65 2.17
C 1.79786 -0.17418 1.97463 0.67 1.35 0.02
C -0.17310 1.17551 -1.03181 -2.98 -0.35 -3.95
C -2.31933 0.42985 -1.82006 -1.68 -1.54 -1.84
C 4.75252 -0.12152 6.08158 2.23 -0.50 -0.52
C 6.39863 -0.20573 2.28101 -2.82 0.82 -2.67
C -5.18851 0.51120 -5.07032 1.95 1.05 2.92
C -3.66392 -1.37052 -4.23979 -1.49 0.16 0.24
C -3.67900 -0.17062 -1.46671 1.27 0.57 -0.82
C -4.70501 0.19540 -2.50081 -0.66 -2.91 -1.59
C -4.06759 0.06206 -3.93597 -2.42 1.06 -0.42
H 1.92700 -1.78285 4.84325 0.53 -0.35 0.73
H -0.96870 2.25008 -4.16273 0.57 1.11 -1.82
H 3.46277 1.07072 1.23871 -0.19 -1.07 0.41
H 0.97645 2.45037 -2.44184 -1.80 -0.71 0.30
H 5.69408 -0.36170 6.66054 -1.07 -0.18 -0.77
H 4.95496 0.83889 5.60520 -0.35 0.09 0.11
H 3.93557 -0.12122 6.75151 -0.99 0.28 0.68
H 6.77403 0.38226 1.41157 0.04 -0.37 0.80
H 5.99872 -1.14694 1.85880 -0.04 0.40 0.36
H 7.09654 -0.41802 2.98733 2.29 -0.53 1.86
H -6.08189 0.09993 -4.72102 -1.51 -1.04 0.52
H -5.44558 1.58484 -5.14741 0.89 -0.37 0.09
H -4.96507 0.07866 -5.98849 0.57 -0.51 -1.74
H -4.58469 -1.99123 -4.28533 0.63 0.30 -0.04
H -3.14571 -1.41563 -5.15654 0.37 0.00 -1.39
H -2.99392 -1.80464 -3.54385 0.55 -0.31 1.09
H -3.90216 0.30682 -0.52974 -0.44 -0.59 0.73
H -3.49854 -1.23862 -1.44240 -0.50 -0.27 0.68
H -5.62475 -0.50165 -2.46722 1.48 0.77 0.00
H -5.12310 1.13212 -2.32318 -0.37 1.95 0.02
```
Positions in Å, forces in eV/Å.